Entry 1:
2 unconnected molecules or ions with the total composition C4H12N3O in a non-equilibrium geometry. Source: the OMol25 dataset; level of theory: ωB97M-V/def2-TZVPD.

Positions of all 20 atoms, in Å:
N 2.51 0.07 -2.45
H 0.70 1.50 -3.23
N -0.92 0.05 3.89
C 1.34 0.07 -1.93
H -1.03 0.01 -1.47
C -0.20 -0.21 2.65
H 3.09 -0.66 -2.09
H -1.96 0.07 1.36
H -1.49 0.44 -3.12
O -0.53 -1.01 0.31
H -1.53 -0.75 4.18
H 0.25 0.75 2.34
H 0.97 -0.66 -1.10
H -1.50 1.73 -1.82
H -0.28 0.19 4.68
H -1.66 -1.62 1.83
C -1.15 -0.70 1.46
H 0.64 -0.91 2.75
N 0.43 1.03 -2.38
C -1.00 0.83 -2.20

## Properties
HOMO-LUMO gap   7.0 eV
Net charge   -1
Highest occupied orbital energy   -2.87 eV
LUMO energy   4.14 eV
E   -10859.701 eV
ΔE to the lowest compared entry with this formula, charge and spin   185.01 kJ/mol

For each atom in turn, the Mulliken charge in e is:
1. N -0.80
2. H 0.29
3. N -0.58
4. C 0.20
5. H 0.12
6. C -0.39
7. H 0.24
8. H 0.20
9. H 0.24
10. O -0.83
11. H 0.21
12. H 0.24
13. H 0.28
14. H 0.20
15. H 0.20
16. H 0.20
17. C -0.48
18. H 0.23
19. N -0.30
20. C -0.46



Entry 2:
9 unconnected molecules or ions with the total composition C61H134F9N7O3PS in a non-equilibrium geometry. Source: the OMol25 dataset; level of theory: ωB97M-V/def2-TZVPD.

Positions of all 216 atoms, in Å:
H 17.17 6.47 -15.30
H 16.26 18.38 -23.45
H 18.70 10.67 -14.83
H 17.18 5.93 -18.34
C 15.85 13.15 -20.45
H 7.17 16.19 -19.26
C 15.08 12.46 -19.35
H 16.17 15.89 -15.44
C 17.68 6.11 -16.20
C 10.46 8.66 -15.54
H 17.88 4.34 -14.97
C 20.34 7.72 -11.10
F 13.63 6.75 -18.56
H 8.17 7.03 -13.67
N 9.66 8.26 -14.25
C 10.85 7.71 -13.37
H 8.97 12.37 -21.23
C 8.92 14.53 -18.52
H 13.11 13.49 -9.51
C 8.97 11.83 -12.67
H 9.64 12.69 -12.60
C 13.63 12.92 -19.11
C 10.04 11.83 -19.27
C 21.80 8.15 -11.18
H 15.78 12.53 -18.52
H 7.80 7.51 -15.31
H 17.03 16.33 -19.36
H 16.90 10.04 -16.94
C 8.61 7.17 -14.66
H 16.77 9.82 -20.65
H 10.59 10.69 -13.13
H 9.78 11.27 -14.45
P 13.83 11.60 -15.02
H 11.01 11.82 -19.76
H 14.34 14.95 -12.67
H 7.97 14.51 -21.78
C 8.99 12.59 -20.16
N 15.75 14.74 -20.34
H 6.53 17.65 -21.62
F 12.63 12.52 -15.72
H 6.99 14.18 -20.28
C 10.25 5.35 -14.18
C 13.57 15.61 -15.05
H 8.66 11.58 -11.66
H 16.37 16.74 -24.11
H 11.62 14.81 -14.36
C 22.07 8.90 -12.52
H 13.17 12.26 -18.38
C 6.30 16.77 -21.02
H 18.61 8.12 -20.54
C 14.70 12.09 -10.12
H 14.06 10.66 -7.79
C 18.48 8.83 -19.73
H 18.91 12.67 -13.71
O 12.24 9.58 -19.12
H 14.41 14.55 -17.85
H 11.55 8.06 -8.30
H 14.60 17.97 -15.51
C 9.28 5.87 -15.17
C 12.08 8.99 -8.49
H 18.26 14.79 -14.23
H 16.89 4.17 -16.51
H 20.41 6.68 -13.00
H 15.28 8.87 -18.63
H 8.51 5.13 -15.36
H 11.74 8.34 -13.31
H 22.79 8.37 -13.14
N 20.72 8.86 -13.26
H 20.05 10.47 -11.98
C 15.98 15.81 -14.37
H 10.28 14.61 -21.72
C 17.04 16.53 -13.61
H 19.90 8.47 -10.43
H 20.82 10.90 -13.56
H 15.87 6.48 -17.43
H 11.99 8.80 -10.79
H 11.98 5.98 -13.02
H 14.42 15.37 -8.51
N 9.02 14.13 -20.01
H 17.15 14.79 -21.87
H 11.79 9.70 -7.72
C 12.54 7.18 -17.98
H 21.17 7.57 -14.95
F 11.78 6.15 -17.45
H 16.63 17.36 -21.11
H 15.35 13.17 -21.42
C 14.37 15.26 -19.85
C 16.96 6.52 -17.45
F 15.09 10.66 -14.29
H 18.91 7.72 -12.73
F 13.90 12.50 -13.68
H 15.71 9.05 -16.37
C 12.55 10.75 -10.18
F 12.99 7.81 -17.00
H 11.04 14.06 -20.14
C 19.99 7.60 -12.59
F 13.53 10.44 -16.13
C 9.92 13.77 -17.65
C 18.50 8.23 -18.31
C 13.59 8.72 -8.45
H 13.68 16.06 -16.04
H 18.83 9.03 -17.65
H 19.22 9.58 -20.01
H 9.94 10.77 -19.45
H 16.91 12.92 -20.56
H 17.32 10.34 -19.03
C 9.94 12.24 -17.77
C 17.78 4.58 -16.02
H 13.42 18.24 -14.26
F 14.92 12.40 -15.89
H 10.68 9.59 -10.00
H 17.23 17.53 -14.00
H 14.80 10.24 -12.07
C 14.36 10.03 -8.63
H 5.60 17.19 -20.30
H 10.91 7.80 -16.05
C 13.94 15.96 -12.80
H 14.07 8.93 -11.18
H 11.47 16.45 -14.99
H 17.25 12.18 -13.55
C 10.33 14.73 -20.64
C 20.88 8.61 -14.81
H 9.74 6.10 -16.13
C 20.09 10.28 -13.05
H 17.73 17.30 -23.13
H 22.22 8.78 -10.39
H 13.71 15.23 -20.72
C 12.41 16.15 -12.99
H 22.43 9.92 -12.37
O 11.71 7.75 -20.59
H 11.87 6.51 -14.78
C 7.82 14.73 -20.73
C 12.12 15.77 -14.43
C 11.77 9.48 -9.96
H 21.57 9.29 -15.31
H 8.01 12.15 -19.95
C 17.16 9.48 -19.69
H 15.05 17.06 -21.72
H 15.78 12.05 -9.93
H 20.09 6.77 -10.62
H 13.87 14.57 -15.20
H 11.16 9.44 -15.25
N 14.11 10.65 -9.98
C 16.78 9.01 -16.61
H 18.48 12.32 -12.22
H 15.78 14.33 -8.38
H 15.45 10.10 -8.60
C 14.13 13.21 -9.22
C 18.26 11.94 -13.22
H 12.01 17.17 -12.94
O 10.21 8.44 -18.82
H 18.54 15.38 -12.60
N 17.13 8.04 -17.75
H 17.35 8.92 -15.69
H 17.70 14.85 -19.84
H 19.16 7.36 -18.30
H 15.29 14.91 -9.92
H 15.78 9.52 -10.73
H 12.83 14.68 -18.34
C 16.18 15.27 -21.76
C 9.57 10.78 -13.50
H 5.72 16.10 -21.65
C 14.78 9.75 -11.10
H 14.64 16.27 -19.54
H 8.38 16.74 -20.41
N 14.58 16.32 -14.14
H 16.07 7.65 -19.60
H 14.48 16.52 -12.04
H 15.42 14.85 -22.42
H 19.13 16.29 -14.07
H 22.23 7.16 -11.27
F 12.71 10.85 -14.01
H 7.85 9.65 -14.02
H 15.92 14.77 -14.05
C 16.81 15.27 -19.37
H 10.76 11.80 -17.19
C 11.35 6.33 -13.83
H 18.11 9.74 -13.49
H 9.71 9.11 -16.19
C 16.65 17.38 -23.27
H 18.67 6.52 -15.99
H 16.71 14.83 -18.38
C 18.34 15.70 -13.62
C 14.43 17.87 -14.44
H 18.69 4.41 -16.59
C 14.90 14.51 -8.99
H 10.75 4.47 -14.60
H 19.90 8.81 -15.24
C 16.10 16.85 -21.92
H 9.68 13.98 -16.61
S 11.56 8.33 -19.26
H 9.64 5.04 -13.33
H 16.85 16.65 -12.54
C 8.84 9.45 -13.60
H 7.91 14.18 -18.29
H 13.92 8.01 -9.21
H 13.15 12.83 -20.08
H 8.62 9.03 -12.62
H 11.80 15.62 -12.25
C 16.25 8.54 -18.99
H 15.14 18.48 -13.88
H 15.09 11.44 -19.74
H 10.52 15.75 -20.32
H 12.18 11.59 -9.59
H 14.02 12.85 -8.19
H 14.64 12.36 -11.17
H 8.09 12.23 -13.19
H 12.43 11.10 -11.21
H 9.07 11.93 -17.18
H 10.48 7.48 -12.38
C 7.47 16.15 -20.30
H 13.83 8.23 -7.51
H 10.92 14.17 -17.83
H 8.93 15.61 -18.35
C 18.79 10.55 -13.75
C 13.80 14.41 -18.74

## Properties
HOMO-LUMO gap (alpha / beta)   10.3 / 4.1 eV
Net charge   +6
Highest occupied orbital energy (alpha / beta)   -21.09 / -21.09 eV
LUMO energy (alpha / beta)   -10.77 / -17.00 eV
E   -126522.922 eV
2S+1   2

Mulliken atomic charge list, values in e, 99 entries:
1. H 0.24
2. H 0.35
3. H 0.08
4. H 0.43
5. C -1.39
6. H 0.21
7. C 0.22
8. H 0.13
9. C -0.02
10. C -0.76
11. H 0.36
12. C -0.87
13. F -0.29
14. H 0.52
15. N 0.43
16. C 0.11
17. H 0.62
18. C -1.37
19. H 0.39
20. C -1.79
21. H 0.38
22. C 0.39
23. C -0.02
24. C -0.59
25. H 0.15
26. H 0.44
27. H 0.40
28. H 0.44
29. C -0.72
30. H 0.74
31. H -0.73
32. H -0.54
33. P 1.59
34. H 0.03
35. H 0.12
36. H 0.41
37. C -1.30
38. N 0.19
39. H 0.34
40. F -0.25
41. H 0.38
42. C -0.88
43. C 0.58
44. H 0.39
45. H 0.36
46. H -0.32
47. C -0.46
48. H -0.44
49. C -1.36
50. H 0.42
51. C 0.13
52. H 0.29
53. C -1.41
54. H 0.59
55. O -0.44
56. H -0.05
57. H 0.44
58. H 0.39
59. C -0.39
60. C -0.98
61. H 0.18
62. H 0.36
63. H 0.56
64. H -0.20
65. H 0.50
66. H -0.39
67. H 0.36
68. N 0.39
69. H 0.46
70. C 0.24
71. H 0.40
72. C -0.56
73. H 0.19
74. H 0.49
75. H 0.42
76. H -0.12
77. H 0.60
78. H 0.41
79. N 0.19
80. H 0.43
81. H 0.35
82. C 0.57
83. H 0.48
84. F -0.18
85. H 0.29
86. H 0.44
87. C -1.61
88. C -0.97
89. F -0.27
90. H 0.22
91. F -0.30
92. H 0.01
93. C -0.69
94. F 0.06
95. H 0.07
96. C -0.41
97. F -0.14
98. C 0.33
99. C -0.37



Entry 3:
2 unconnected molecules or ions with the total composition C8H5BrN2O2 in a non-equilibrium geometry. Source: the OMol25 dataset; level of theory: ωB97M-V/def2-TZVPD.

Positions of all 18 atoms, in Å:
O -2.22 3.11 0.13
H 1.98 -0.83 -2.22
H 0.32 -3.09 1.15
N 1.92 2.55 1.73
Br -2.10 1.03 2.10
C 1.25 -1.03 -1.33
C 0.36 -2.27 0.49
O -1.29 2.01 -1.58
N -1.58 2.18 -0.43
C 1.22 -2.18 -0.60
C 1.03 2.32 1.05
C -1.24 1.06 0.44
H 1.63 -3.11 -0.89
H -1.24 -1.45 1.54
C -0.47 -1.30 0.81
C -0.49 -0.11 0.02
H 0.58 1.07 -1.38
C 0.34 0.04 -1.05

## Properties
HOMO-LUMO gap (alpha / beta)   5.9 / 6.0 eV
Highest occupied orbital energy (alpha / beta)   -9.50 / -9.59 eV
LUMO energy (alpha / beta)   -3.58 / -3.57 eV
E   -85486.180 eV
ΔE to the lowest compared entry with this formula, charge and spin   471.26 kJ/mol

For each atom in turn, the Mulliken charge in e is:
1. O -0.54
2. H 0.27
3. H 0.43
4. N -0.47
5. Br 0.02
6. C -0.54
7. C -0.54
8. O -0.57
9. N 1.13
10. C -0.49
11. C -0.01
12. C -0.36
13. H 0.42
14. H 0.29
15. C -0.61
16. C 1.47
17. H 0.38
18. C -0.27



Entry 4:
A molecular structure, CHCl2FS in a non-equilibrium geometry. Source: the OMol25 dataset; level of theory: ωB97M-V/def2-TZVPD.

Positions of all 6 atoms, in Å:
S 1.26 -0.11 -0.86
F -0.50 1.34 0.85
H 0.65 0.89 -1.46
C -0.17 -0.30 0.20
Cl 0.36 -1.22 1.70
Cl -1.59 -0.60 -0.43

## Properties
HOMO-LUMO gap   10.4 eV
Highest occupied orbital energy   -10.51 eV
LUMO energy   -0.07 eV
E   -39648.761 eV
ΔE to the lowest compared entry with this formula, charge and spin   140.90 kJ/mol

For each atom in turn, the Mulliken charge in e is:
1. S -0.11
2. F -0.42
3. H 0.17
4. C 0.47
5. Cl -0.11
6. Cl 0.00



Question: E of number 3 (C8H5BrN2O2)?
Answer: -85486.180 eV